[1]
Computed, not measured: a structure of composition C46H30ClN4O2Zr, with wB97M-V/def2-TZVPD.

Atoms and positions in Å:
Zr1 0.9771 -0.4371 -0.4611
C1 3.3948 -2.6116 -3.4428
C2 3.2353 -3.4192 -2.3190
C3 3.2162 -2.8712 -1.0567
C4 3.3636 -1.4801 -0.8596
C5 3.5516 -0.6819 -2.0089
C6 3.5603 -1.2487 -3.2775
C7 3.4448 -0.9433 0.5075
C8 3.4376 0.4694 0.7338
C9 4.1110 1.3776 1.6255
C10 3.5986 2.6091 1.3709
C11 2.5308 2.4508 0.4019
C12 1.5586 3.3192 0.0147
C13 1.6731 4.7590 0.3327
C14 2.8268 5.4575 -0.0208
C15 2.9544 6.8027 0.2909
C16 1.9344 7.4589 0.9638
C17 0.7825 6.7696 1.3205
C18 0.6483 5.4286 1.0022
C19 0.3701 2.8344 -0.6444
N1 -0.0716 1.5478 -0.6167
C20 -1.3174 1.5620 -1.2278
C21 -2.2432 0.5260 -1.1668
C22 -3.4697 0.6746 -1.9903
C23 -3.3396 0.7111 -3.3778
C24 -4.4629 0.8465 -4.1798
C25 -5.7181 0.9695 -3.6013
C26 -5.8493 0.9570 -2.2193
C27 -4.7311 0.8045 -1.4143
C28 -2.1238 -0.6003 -0.3230
C29 -3.1583 -1.5189 -0.0244
C30 -2.7044 -2.3097 1.0014
C31 -1.3771 -1.9171 1.2679
N2 -1.0133 -0.8769 0.4577
C32 -0.5647 -2.5110 2.2999
C33 0.7871 -2.3734 2.3137
C34 1.7788 -2.6898 3.3124
C35 2.9761 -2.2046 2.8707
C36 2.7297 -1.6563 1.5691
N3 1.4362 -1.7410 1.2709
C37 -1.2469 -3.2746 3.3746
C38 -1.1154 -4.6584 3.4292
C39 -1.7568 -5.3765 4.4291
C40 -2.5187 -4.7146 5.3798
C41 -2.6468 -3.3322 5.3297
C42 -2.0198 -2.6125 4.3254
C43 -1.6031 2.8734 -1.7000
C44 -0.5626 3.6684 -1.3144
N4 2.4892 1.1189 0.0430
H1 3.4049 -3.0483 -4.4315
H2 3.1232 -4.4893 -2.4335
H3 3.0978 -3.5173 -0.1963
H4 3.7475 0.3761 -1.9078
H5 3.7084 -0.6099 -4.1379
H6 4.9099 1.1196 2.3014
H7 3.8875 3.5447 1.8222
H8 3.6132 4.9466 -0.5628
H9 3.8481 7.3394 0.0018
H10 2.0344 8.5081 1.2078
H11 -0.0117 7.2785 1.8502
H12 -0.2470 4.8900 1.2871
H13 -2.3533 0.6325 -3.8211
H14 -4.3561 0.8636 -5.2563
H15 -6.5935 1.0835 -4.2266
H16 -6.8251 1.0713 -1.7662
H17 -4.8307 0.8104 -0.3362
H18 -4.1250 -1.5525 -0.4968
H19 -3.2347 -3.0927 1.5182
H20 1.5804 -3.2125 4.2350
H21 3.9353 -2.2673 3.3579
H22 -0.5171 -5.1690 2.6845
H23 -1.6579 -6.4532 4.4648
H24 -3.0142 -5.2751 6.1612
H25 -3.2382 -2.8149 6.0734
H26 -2.1231 -1.5353 4.2772
H27 -2.5061 3.1684 -2.2083
H28 -0.4499 4.7287 -1.4659
Cl1 0.1683 -2.4898 -5.0640
C45 -0.7583 -2.4865 -3.5482
C46 0.0258 -1.8293 -2.4480
O1 0.3115 -0.5795 -2.5185
O2 0.3600 -2.4543 -1.4171
H29 -0.9985 -3.5078 -3.2735
H30 -1.6679 -1.9123 -3.7184

Summary:
Total charge: +1
Energy relative to the best compared isomer or geometry (same formula, charge and spin) in kcal/mol: 1.9
HOMO (spin up / spin down) in Ha: -0.353 / -0.353
Max |F| in eV/Å: 0.6

***

[2]
Computed, not measured: a structure of composition C46H32BrCl4NO2P2W in a non-equilibrium geometry, with wB97M-V/def2-TZVPD.

Atoms and positions in Å:
W1 0.5837 -0.1244 -0.5663
C1 1.2450 3.1378 -0.1266
P1 -0.2973 2.2247 0.2605
C2 -1.6877 2.9997 -0.5641
C3 -2.9547 2.7220 -0.0453
C4 -4.0905 3.1843 -0.6902
C5 -3.9665 3.9353 -1.8524
C6 -2.7090 4.2335 -2.3597
C7 -1.5691 3.7619 -1.7238
C8 -0.6324 2.4587 2.0109
C9 -0.7573 3.7679 2.4839
C10 -1.0458 3.9912 3.8178
C11 -1.2241 2.9152 4.6829
C12 -1.1179 1.6156 4.2153
C13 -0.8210 1.3904 2.8770
C14 2.3612 2.1500 0.0268
C15 3.7075 2.2011 -0.0952
C16 4.2370 0.8999 0.2488
C17 3.1912 0.0978 0.5651
C18 3.0209 -1.3760 0.8198
P2 1.2835 -1.6202 1.4432
C19 1.4460 -1.2309 3.2014
C20 1.7464 0.0750 3.6015
C21 2.0373 0.3406 4.9289
C22 2.0248 -0.6883 5.8619
C23 1.7242 -1.9839 5.4673
C24 1.4334 -2.2651 4.1398
C25 0.8181 -3.3341 1.2723
C26 1.6253 -4.2661 0.6257
C27 1.1807 -5.5722 0.4717
C28 -0.0651 -5.9451 0.9547
C29 -0.8747 -5.0155 1.5981
C30 -0.4366 -3.7107 1.7545
N1 2.0213 0.8378 0.4383
H1 1.3459 3.9767 0.5625
H2 1.1958 3.5383 -1.1380
H3 -3.0542 2.1655 0.8800
H4 -5.0693 2.9738 -0.2777
H5 -4.8523 4.3028 -2.3546
H6 -2.6123 4.8407 -3.2506
H7 -0.5999 4.0018 -2.1407
H8 -0.6495 4.6110 1.8110
H9 -1.1426 5.0047 4.1843
H10 -1.4527 3.0964 5.7251
H11 -1.2605 0.7789 4.8874
H12 -0.7436 0.3747 2.5146
H13 4.2852 3.0684 -0.3780
H14 5.2785 0.6148 0.2380
H15 3.7045 -1.7527 1.5810
H16 3.1702 -1.9587 -0.0918
H17 1.7602 0.8833 2.8856
H18 2.2739 1.3518 5.2342
H19 2.2510 -0.4791 6.8994
H20 1.7187 -2.7861 6.1931
H21 1.2125 -3.2820 3.8480
H22 2.6027 -3.9963 0.2477
H23 1.8118 -6.2988 -0.0233
H24 -0.4064 -6.9648 0.8332
H25 -1.8433 -5.3095 1.9808
H26 -1.0686 -2.9936 2.2688
Br1 -1.9937 -0.7856 0.2110
C31 -2.8008 -0.3744 -1.4622
C32 -4.1077 -0.6890 -1.6347
C33 -4.7184 -0.2973 -2.8499
C34 -4.0002 0.3852 -3.7869
C35 -2.6327 0.7015 -3.5814
C36 -1.8870 1.4244 -4.5503
C37 -0.5802 1.7307 -4.3320
C38 0.0603 1.3105 -3.1429
C39 -0.6223 0.6045 -2.1815
C40 -1.9923 0.2973 -2.3892
H27 -4.6719 -1.2148 -0.8758
H28 -5.7598 -0.5363 -3.0180
H29 -4.4696 0.6985 -4.7115
H30 -2.3781 1.7241 -5.4683
H31 -0.0098 2.2751 -5.0738
H32 1.1072 1.5557 -3.0221
Cl1 3.7773 -3.0487 -5.7465
C41 2.7092 -2.7446 -4.4515
C42 1.7035 -3.6809 -4.1256
Cl2 1.5627 -5.1201 -5.0279
C43 0.8214 -3.4519 -3.0709
Cl3 -0.4244 -4.5329 -2.6212
C44 0.9820 -2.2810 -2.3585
O1 0.2397 -1.8891 -1.3089
C45 1.9602 -1.3717 -2.6808
O2 1.9585 -0.3105 -1.8219
C46 2.8461 -1.5678 -3.7212
Cl4 4.0276 -0.3803 -4.0602

Summary:
Total charge: +2
Energy relative to the best compared isomer or geometry (same formula, charge and spin) in kcal/mol: 0.0
HOMO in Ha: -0.493
Max |F| in eV/Å: 1.0

***

[3]
Computed, not measured: a structure of composition C46H33BrF7LuN6O3PS2, with wB97M-V/def2-TZVPD.

Atoms and positions in Å:
Lu1 -0.1620 1.0231 -0.3865
F1 -3.5073 -2.6383 -6.1681
C1 -2.9662 -2.4136 -4.9847
C2 -2.7968 -3.4477 -4.0876
F2 -3.1774 -4.6721 -4.4112
C3 -2.2291 -3.1930 -2.8484
F3 -2.0938 -4.2316 -2.0280
C4 -1.8179 -1.9257 -2.4657
P1 -1.1537 -1.6327 -0.7900
C5 0.2053 -2.8197 -0.6232
C6 0.9280 -3.2418 -1.7367
C7 2.0611 -4.0265 -1.5756
C8 2.4894 -4.3825 -0.3030
C9 1.7733 -3.9612 0.8100
C10 0.6349 -3.1808 0.6539
C11 -2.4659 -2.1545 0.3417
C12 -2.6201 -3.4745 0.7669
C13 -3.6566 -3.8039 1.6246
C14 -4.5425 -2.8250 2.0625
C15 -4.3888 -1.5103 1.6478
C16 -3.3476 -1.1729 0.7929
C17 -1.9945 -0.9069 -3.3992
Br1 -1.4644 0.8873 -3.1090
C18 -2.5591 -1.1347 -4.6376
F4 -2.7200 -0.1553 -5.5194
H1 0.6180 -2.9555 -2.7353
H2 2.6205 -4.3500 -2.4440
H3 3.3827 -4.9809 -0.1785
H4 2.1045 -4.2406 1.8017
H5 0.0815 -2.8570 1.5296
H6 -1.9357 -4.2434 0.4328
H7 -3.7747 -4.8291 1.9499
H8 -5.3502 -3.0904 2.7320
H9 -5.0703 -0.7434 1.9928
H10 -3.2244 -0.1410 0.4851
C19 -1.7724 4.9096 -1.7914
N1 -0.9029 5.2100 -0.6588
C20 0.2156 4.5745 -0.3407
S1 0.8915 3.3507 -1.3606
N2 0.8544 4.9532 0.7630
C21 2.1444 4.4484 1.2180
H11 -2.7636 5.2923 -1.5611
H12 -1.8412 3.8348 -1.9223
H13 -1.4026 5.3757 -2.7033
H14 -1.1564 6.0093 -0.0978
H15 0.4235 5.6708 1.3258
H16 2.8931 4.5262 0.4332
H17 2.0728 3.4083 1.5316
H18 2.4499 5.0561 2.0652
N3 0.7024 0.6361 1.7326
C22 1.1755 0.3884 2.7508
C23 1.8070 0.0922 4.0037
C24 3.1373 0.4684 4.1912
C25 3.7576 0.1494 5.3845
C26 3.0518 -0.5345 6.3672
C27 1.7263 -0.9060 6.1718
C28 1.0921 -0.5972 4.9828
H19 3.6769 0.9820 3.4061
H20 4.7913 0.4224 5.5437
H21 3.5449 -0.7883 7.2962
H22 1.1908 -1.4408 6.9438
H23 0.0620 -0.8801 4.8098
O1 7.1365 -3.3475 0.6465
S2 8.2603 -2.9611 -0.1930
O2 9.1315 -4.0375 -0.5922
O3 8.9037 -1.7147 0.1823
C29 7.4299 -2.4538 -1.7204
N4 8.0238 -2.5724 -2.9161
C30 7.3487 -2.1251 -3.9642
C31 6.0769 -1.5651 -3.8795
C32 5.5625 -1.4863 -2.6025
N5 6.2228 -1.9186 -1.5456
C33 4.2155 -0.9534 -2.2366
C34 3.7742 -1.2135 -0.9409
C35 2.5738 -0.7105 -0.5263
N6 1.7740 0.0322 -1.3130
C36 2.1974 0.2825 -2.5639
C37 3.3971 -0.1860 -3.0610
H24 7.8379 -2.2236 -4.9280
H25 5.5466 -1.2306 -4.7606
H26 4.4134 -1.7791 -0.2745
H27 2.2241 -0.9125 0.4757
H28 1.5550 0.9024 -3.1784
H29 3.6923 0.0695 -4.0695
F5 -8.5856 5.7931 0.8023
C38 -8.3318 4.7605 1.6225
F6 -9.3102 3.8636 1.4499
F7 -8.4188 5.2236 2.8770
C39 -6.9718 4.1677 1.3471
C40 -5.8440 4.7892 1.8660
C41 -4.5882 4.2770 1.5929
C42 -4.4491 3.1379 0.7964
C43 -5.5903 2.5253 0.2777
C44 -6.8477 3.0390 0.5518
C45 -3.1469 2.5921 0.5180
C46 -2.0422 2.1258 0.2845
H30 -5.9520 5.6660 2.4908
H31 -3.7051 4.7491 2.0029
H32 -5.4856 1.6465 -0.3457
H33 -7.7310 2.5626 0.1497

Summary:
Total charge: +1
Energy relative to the best compared isomer or geometry (same formula, charge and spin) in kcal/mol: 0.0
HOMO in Ha: -0.326
Max |F| in eV/Å: 0.6

***

[4]
Computed, not measured: a structure of composition C46H33Cl2IN7O4Ta in a non-equilibrium geometry, with wB97M-V/def2-TZVPD.

Atoms and positions in Å:
Ta1 -1.1859 0.2634 0.6367
C1 0.4467 4.4057 4.3175
C2 -0.9232 4.1717 4.3191
C3 -1.4301 3.0070 3.7648
C4 -0.5695 2.0715 3.1949
C5 0.8010 2.2895 3.2159
C6 1.3018 3.4593 3.7760
N1 -1.1479 0.8729 2.6370
C7 -1.6610 0.0049 3.5885
C8 -1.3228 -0.0201 4.9498
C9 -1.8816 -0.9775 5.7653
C10 -2.7945 -1.9439 5.2930
C11 -3.1369 -1.9477 3.9698
C12 -2.5498 -0.9796 3.1368
N2 -2.7858 -0.8548 1.7951
N3 -3.7146 -1.4911 1.2390
C13 -3.7898 -1.2048 -0.1248
C14 -4.8675 -1.6927 -0.8392
C15 -4.9310 -1.4349 -2.1991
C16 -3.8970 -0.7324 -2.8015
C17 -2.8540 -0.2755 -2.0223
N4 -2.8166 -0.4503 -0.6878
H1 0.8439 5.3089 4.7604
H2 -1.5992 4.8892 4.7655
H3 -2.4962 2.8141 3.7870
H4 1.4787 1.5396 2.8377
H5 2.3720 3.6169 3.8043
H6 -0.6262 0.7035 5.3482
H7 -1.5990 -0.9958 6.8099
H8 -3.1970 -2.6805 5.9727
H9 -3.8115 -2.6778 3.5456
H10 -5.6171 -2.2736 -0.3218
H11 -5.7631 -1.8028 -2.7843
H12 -3.8792 -0.5513 -3.8662
H13 -2.0078 0.2254 -2.4626
O1 2.5097 -0.3306 0.0176
C18 1.5926 0.3980 -0.1411
O2 0.6578 0.6694 0.8334
C19 1.1759 1.1467 -1.3748
C20 2.1109 1.4826 -2.3546
C21 1.6672 2.2010 -3.4324
C22 0.3199 2.6092 -3.4848
C23 -0.1792 3.4025 -4.5513
C24 -1.4690 3.8380 -4.5449
C25 -2.3188 3.5090 -3.4612
C26 -1.8769 2.7336 -2.4298
C27 -0.5459 2.2446 -2.4224
N5 -0.1002 1.4691 -1.3946
H14 3.1371 1.1620 -2.2454
H15 2.3403 2.4775 -4.2343
H16 0.4900 3.6607 -5.3619
H17 -1.8463 4.4455 -5.3556
H18 -3.3328 3.8870 -3.4499
H19 -2.5349 2.5106 -1.5978
I1 -4.3126 1.9965 1.3379
C28 -2.7196 3.2122 0.8382
C29 -2.9116 4.5807 0.8713
C30 -1.8245 5.4055 0.6402
C31 -0.5913 4.8203 0.4061
C32 -0.4991 3.4476 0.3695
N6 -1.5490 2.6208 0.5508
H20 -3.8872 4.9841 1.0990
H21 -1.9369 6.4810 0.6689
H22 0.2997 5.4134 0.2601
H23 0.4594 2.9781 0.2216
Cl1 3.5606 -6.1354 -1.8742
C33 4.2654 -4.8790 -2.8406
C34 5.2267 -5.2387 -3.7719
C35 5.7270 -4.3030 -4.6596
C36 5.2486 -3.0026 -4.6228
C37 4.3189 -2.6552 -3.6650
Cl2 3.7165 -1.0098 -3.6506
C38 3.8142 -3.5587 -2.7210
N7 2.8725 -3.1485 -1.7852
C39 2.8860 -3.4972 -0.4200
C40 4.0876 -3.7270 0.2457
C41 4.0956 -4.0323 1.5930
C42 2.9037 -4.0989 2.3048
C43 1.7086 -3.8701 1.6477
C44 1.6865 -3.5816 0.2876
C45 0.3689 -3.3840 -0.4329
C46 -0.1787 -2.0252 -0.1976
O3 -0.2807 -1.1124 -1.0499
O4 -0.6385 -1.6888 0.9737
H24 5.5509 -6.2692 -3.8066
H25 6.4704 -4.5887 -5.3894
H26 5.5960 -2.2551 -5.3215
H27 2.4331 -2.2701 -2.0070
H28 5.0162 -3.6600 -0.3063
H29 5.0383 -4.2119 2.0924
H30 2.9074 -4.3441 3.3578
H31 0.7715 -3.9391 2.1881
H32 -0.3717 -4.0978 -0.0614
H33 0.4856 -3.5283 -1.5059

Summary:
Total charge: +2
Energy relative to the best compared isomer or geometry (same formula, charge and spin) in kcal/mol: 36.1
HOMO in Ha: -0.427
Max |F| in eV/Å: 1.9

***

[5]
Computed, not measured: a cluster of 4 separate species, C46H34Br2N3O6 in total, with wB97M-V/def2-TZVPD.

Atoms and positions in Å:
C1 -2.6576 -1.0922 0.0264
C2 -2.7216 0.4054 -0.2501
Br1 -1.0206 1.0974 -0.8777
C3 -3.7759 0.8349 -1.2948
N1 -4.9172 -0.1014 -1.3665
Br2 -5.7990 -0.0398 -3.0225
C4 -5.7799 -0.1964 -0.3125
N2 -5.6824 0.6554 0.7149
N3 -6.7124 -1.1308 -0.3185
H1 -1.6393 -1.3921 0.2549
H2 -2.9916 -1.6733 -0.8317
H3 -3.2690 -1.3573 0.8921
H4 -2.8717 0.9586 0.6778
H5 -4.1318 1.8539 -1.1119
H6 -3.3235 0.8347 -2.2804
H7 -4.7905 1.0793 0.9235
H8 -6.2253 0.4545 1.5438
H9 -6.9255 -1.6216 -1.1734
H10 -7.2662 -1.3473 0.4944
C5 -11.6566 -8.7620 -0.4109
C6 -10.8843 -9.8112 0.0738
C7 -9.5403 -9.6193 0.3488
C8 -8.9598 -8.3754 0.1343
C9 -9.7347 -7.3221 -0.3607
C10 -11.0847 -7.5196 -0.6278
C11 -9.1409 -5.9859 -0.6172
O1 -9.7964 -5.0490 -1.0225
C12 -7.6773 -5.8220 -0.3518
C13 -7.0847 -4.5958 -0.6288
C14 -5.7402 -4.4040 -0.3747
C15 -4.9687 -5.4369 0.1512
C16 -5.5525 -6.6630 0.4178
C17 -6.9072 -6.8585 0.1654
C18 -7.5152 -8.1978 0.4518
O2 -6.8461 -9.0894 0.9207
H11 -12.7067 -8.9159 -0.6207
H12 -11.3336 -10.7816 0.2377
H13 -8.9234 -10.4213 0.7308
H14 -11.6672 -6.6909 -1.0067
H15 -7.7177 -3.8245 -1.0523
H16 -5.2714 -3.4518 -0.5976
H17 -3.9158 -5.2852 0.3496
H18 -4.9792 -7.4862 0.8226
C19 2.0761 9.5005 -2.5439
C20 1.0118 8.9671 -3.2622
C21 0.7650 7.6051 -3.2313
C22 1.5860 6.7671 -2.4853
C23 2.6598 7.3023 -1.7705
C24 2.8982 8.6712 -1.7998
C25 3.5734 6.4316 -0.9753
O3 4.5007 6.8926 -0.3468
C26 3.3072 4.9625 -0.9921
C27 4.1579 4.1182 -0.2891
C28 3.9420 2.7499 -0.2929
C29 2.8646 2.2200 -0.9963
C30 2.0126 3.0584 -1.6947
C31 2.2282 4.4313 -1.6963
C32 1.2930 5.3062 -2.4620
O4 0.3298 4.8418 -3.0360
H19 2.2647 10.5657 -2.5678
H20 0.3754 9.6174 -3.8479
H21 -0.0579 7.1691 -3.7812
H22 3.7333 9.0636 -1.2356
H23 4.9870 4.5513 0.2548
H24 4.6129 2.0925 0.2467
H25 2.6990 1.1500 -1.0008
H26 1.1742 2.6719 -2.2598
C33 9.0961 4.9497 1.3259
C34 8.0588 4.4440 0.5488
C35 7.7723 3.0897 0.5766
C36 8.5135 2.2356 1.3832
C37 9.5605 2.7413 2.1527
C38 9.8465 4.1016 2.1229
C39 10.3931 1.8445 3.0068
O5 11.2954 2.2814 3.6857
C40 10.0724 0.3862 2.9867
C41 10.8567 -0.4806 3.7385
C42 10.5765 -1.8365 3.7456
C43 9.5087 -2.3332 3.0062
C44 8.7238 -1.4746 2.2560
C45 9.0041 -0.1129 2.2396
C46 8.1525 0.7890 1.4132
O6 7.1978 0.3668 0.7932
H27 9.3188 6.0084 1.3060
H28 7.4783 5.1107 -0.0769
H29 6.9730 2.6705 -0.0199
H30 10.6603 4.4721 2.7315
H31 11.6796 -0.0711 4.3084
H32 11.1908 -2.5105 4.3282
H33 9.2917 -3.3934 3.0156
H34 7.8899 -1.8384 1.6711

Summary:
Total charge: +1
HOMO in Ha: -0.398
Max |F| in eV/Å: 0.8